[1]
29
Properties=species:S:1:pos:R:3:forces:R:3:mulliken_charge:R:1 method="wB97M-V/def2-TZVPD" energy_ev=-68701.851 orbital_gap_ev="6.21 / 6.50" e_lumo_ev="2.862 / 2.864" total_charge=-1
V 0.0373 -0.0113 0.2218 -0.06 -0.01 0.60 0.099
C 1.4966 -4.1285 0.0048 -0.01 0.07 0.01 -1.419
C 0.7222 -2.8511 -0.0738 0.08 0.09 -0.09 0.489
N 1.2680 -1.6606 -0.0849 0.07 -0.02 -0.01 0.025
O 2.6584 -1.6281 0.1042 0.05 -0.02 -0.02 -0.498
C -0.7082 -2.8000 -0.0629 -0.04 -0.01 -0.04 0.356
C -1.6682 -3.9322 -0.2202 0.03 0.13 0.02 -1.369
N -1.1013 -1.5574 0.1238 0.07 -0.08 0.11 0.450
O -2.3002 -1.1218 0.1419 -0.07 0.02 -0.07 -0.810
H 2.5568 -3.9197 0.1086 0.00 -0.02 0.00 0.366
H 1.3393 -4.7254 -0.8961 0.00 -0.02 0.00 0.344
H 1.1615 -4.7168 0.8604 0.00 -0.02 -0.01 0.323
H 2.7460 -1.0046 0.8446 -0.03 0.01 0.00 0.345
H -1.1431 -4.8814 -0.3166 0.00 -0.01 0.00 0.346
H -2.2976 -3.7850 -1.1015 -0.02 -0.03 0.00 0.306
H -2.3343 -3.9805 0.6440 -0.02 -0.04 -0.02 0.304
S 1.2547 -0.1610 3.3565 0.15 -0.12 0.20 -0.378
C 0.6652 -0.0951 1.8687 -0.30 0.25 -0.53 0.059
F -2.4452 2.5056 1.0425 -0.02 0.06 0.01 -0.319
C -1.3013 2.9999 0.5258 0.03 -0.16 -0.02 0.800
C -0.3010 2.1430 0.1135 0.10 -0.06 -0.10 -1.272
C 0.8138 2.7670 -0.3951 -0.09 -0.11 0.01 1.518
F 1.8363 1.9603 -0.8278 0.04 0.04 -0.01 -0.326
C 0.9845 4.1327 -0.5000 0.06 0.00 -0.03 -0.379
F 2.1039 4.6814 -1.0055 -0.01 0.00 0.01 -0.312
C -0.0478 4.9470 -0.0718 0.00 0.02 0.00 0.882
F 0.0647 6.2830 -0.1619 0.00 0.00 0.00 -0.330
C -1.2002 4.3784 0.4439 0.01 0.03 0.00 -0.286
F -2.1962 5.1842 0.8534 0.00 -0.01 0.00 -0.313

***

[2]
6
Properties=species:S:1:pos:R:3:forces:R:3:lowdin_spin:R:1 method="wB97M-V/def2-TZVPD" de_lowest_kcal_mol=2.4 energy_ev=-4158.771 orbital_gap_ev="3.39 / 10.99" e_lumo_ev="4.615 / 4.537" total_charge=-1 multiplicity=2
O -0.0687 -0.4279 1.1433 -0.53 0.77 -1.54 0.484
H -0.3691 -0.4034 2.0518 -0.36 -0.03 1.17 0.152
H 0.6866 -1.0157 1.1560 0.88 -0.72 0.20 0.145
O 0.0881 0.4585 -1.7644 0.11 0.07 -0.87 0.164
H -0.2379 1.3525 -1.6608 -0.05 0.16 0.17 0.022
H -0.0990 0.0361 -0.9260 -0.05 -0.25 0.87 0.033

***

[3]
37
Properties=species:S:1:pos:R:3:forces:R:3:mulliken_charge:R:1 method="wB97M-V/def2-TZVPD" de_lowest_kcal_mol=14.3 energy_ev=-133308.380 orbital_gap_ev=8.33 e_lumo_ev=-0.076 total_charge=0
Au 0.9891 0.5515 -0.7771 0.48 -0.04 0.04 0.117
Cl 1.0517 0.7237 2.3044 -0.02 0.01 0.03 -0.157
C -0.3341 1.7497 2.5230 0.09 -0.05 -0.04 0.930
C -0.7197 1.9732 3.8358 0.00 0.01 0.02 -0.703
C -1.8132 2.7727 4.1089 0.01 0.00 -0.02 -0.363
C -2.5191 3.3441 3.0648 -0.01 0.00 0.00 -0.755
C -2.1258 3.1057 1.7607 0.03 0.00 -0.03 0.386
Cl -3.0711 3.8423 0.5053 0.00 0.02 0.01 -0.176
C -1.0181 2.3036 1.4375 -0.12 0.02 0.06 -0.423
S -0.6434 2.1166 -0.2800 -0.06 -0.01 -0.13 -0.409
H -0.1509 1.5149 4.6320 0.00 0.00 0.00 0.418
H -2.1139 2.9509 5.1319 0.00 0.00 0.00 0.375
H -3.3793 3.9722 3.2468 0.00 0.00 0.00 0.429
Br 5.7499 -3.7988 -2.7552 0.00 0.00 0.00 -0.199
C 4.3920 -2.5888 -2.2118 0.00 -0.01 -0.01 0.191
C 4.2144 -2.3230 -0.8661 -0.01 0.00 0.00 -0.621
C 3.2187 -1.4341 -0.4818 -0.03 -0.01 -0.05 0.033
C 2.3907 -0.7971 -1.4139 0.01 0.03 0.06 -0.374
C 2.6032 -1.1022 -2.7609 -0.04 0.01 -0.01 -0.024
C 3.5928 -1.9879 -3.1676 0.00 -0.02 -0.01 -0.520
H 4.8436 -2.8029 -0.1286 0.00 0.00 0.00 0.395
H 3.0905 -1.2449 0.5780 0.01 0.02 0.01 0.264
H 1.9851 -0.6438 -3.5242 0.02 0.02 0.00 0.308
H 3.7412 -2.2075 -4.2162 0.00 0.00 0.00 0.399
C -0.7641 -2.0109 -0.2356 0.06 -0.02 0.01 -1.057
Si -1.3628 -0.3060 -0.7171 -0.42 0.13 -0.04 0.631
C -2.8666 0.0063 0.3500 -0.03 -0.16 -0.03 -1.106
C -1.7809 -0.1912 -2.5318 0.00 0.03 0.06 -1.040
H -1.6236 -2.6861 -0.3097 -0.01 0.01 0.02 0.390
H -0.4087 -2.0344 0.7961 0.02 0.00 -0.01 0.292
H 0.0320 -2.3716 -0.8846 0.00 -0.01 0.01 0.361
H -3.5682 -0.8145 0.1675 0.00 0.00 0.02 0.461
H -3.3613 0.9464 0.1110 -0.01 0.00 -0.01 0.257
H -2.6290 -0.0052 1.4154 0.02 0.01 0.00 0.329
H -2.6782 -0.7855 -2.7275 0.01 -0.01 0.02 0.345
H -0.9739 -0.5754 -3.1564 0.02 0.01 0.03 0.292
H -1.9892 0.8380 -2.8232 -0.01 0.02 -0.02 0.324

***

[4]
16
Properties=species:S:1:pos:R:3:forces:R:3:mulliken_charge:R:1 method="wB97M-V/def2-TZVPD" smiles=CC(C)n1nnnc1[S-] de_lowest_kcal_mol=18.6 energy_ev=-21056.722 orbital_gap_ev=6.75 e_lumo_ev=3.529 total_charge=-1
C 1.3189 0.0334 -1.2747 -0.72 -2.37 3.34 -1.322
C 0.5387 0.4240 0.0053 -3.56 -0.01 -2.31 0.397
C 1.2115 0.0996 1.2395 2.71 -2.64 4.13 -1.140
N -0.9868 -0.2738 -0.0886 4.23 2.77 0.48 0.595
N -1.1693 -1.5141 -0.4661 1.08 -0.91 0.09 -0.391
N -2.4227 -1.6749 -0.4660 -1.28 -2.04 -1.28 -0.506
N -3.0851 -0.5622 -0.1870 -1.31 -0.50 0.37 -0.391
C -2.1822 0.3261 0.1077 1.09 1.60 0.62 0.220
S -2.3269 1.8941 0.7454 -0.16 0.76 0.06 -0.578
H 1.2059 -1.0673 -1.4236 0.47 0.89 -0.12 0.355
H 0.8760 0.5822 -1.9987 -1.18 1.36 -2.81 0.379
H 2.3071 0.3773 -1.0909 1.13 -0.05 -0.17 0.385
H 0.3197 1.4967 -0.1160 -0.32 -0.43 0.54 0.151
H 1.4155 -1.0865 1.2847 -0.07 2.56 -0.23 0.236
H 0.7734 0.2766 2.2592 -0.76 0.08 -1.38 0.314
H 2.2061 0.6686 1.4698 -1.34 -1.06 -1.31 0.296

***

[5]
21
Properties=species:S:1:pos:R:3:forces:R:3:mulliken_charge:R:1 method="wB97M-V/def2-TZVPD" de_lowest_kcal_mol=192.0 energy_ev=-10409.870 orbital_gap_ev=5.76 e_lumo_ev=-8.736 total_charge=+1
O 0.9969 -0.6240 1.3133 0.11 -1.23 -3.53 -0.604
C 0.8636 -0.8249 -0.0302 4.69 2.55 3.08 0.246
N 1.6701 0.1706 -0.8543 1.08 -1.55 2.42 -0.261
C 2.6546 0.8489 0.0743 -0.67 1.31 -1.03 -0.725
C -0.6024 -0.7951 -0.3202 -4.91 -1.88 0.48 0.032
N -1.3206 -1.5554 0.7058 2.30 -0.72 -1.67 -0.487
C -2.5514 0.9444 -0.1865 2.93 -1.44 -2.54 -1.345
C -0.9727 0.6330 0.0636 -1.09 3.17 -1.52 -0.596
H 2.2428 -0.2972 -1.5575 -0.69 0.04 -0.63 0.369
H 2.6536 0.0468 0.8315 1.05 1.15 0.67 0.346
H 3.6152 1.1925 -0.3714 -0.65 -1.18 -0.29 0.368
H 2.2823 1.8654 0.4012 -0.30 -1.45 0.44 0.249
H -0.8328 -0.9449 -1.3877 -0.11 -0.48 0.59 0.474
H -0.6084 -1.4528 1.4541 -1.30 -0.60 0.51 0.356
H 1.3362 -1.8156 -0.3385 -0.71 0.48 0.01 0.363
H -1.6860 -2.5284 0.5588 0.40 1.40 -0.04 0.289
H -2.8061 1.9395 -0.1964 -0.02 2.62 0.90 0.422
H -3.0524 0.6991 -1.1716 1.30 -0.66 0.71 0.315
H -2.9935 0.3977 0.5467 -1.83 -1.18 2.08 0.434
H -0.6130 0.9286 1.0803 -0.85 -0.75 -0.62 0.327
H -0.2761 1.1718 -0.6151 -0.73 0.41 -0.01 0.429

***

[6]
9
Properties=species:S:1:pos:R:3:forces:R:3:lowdin_spin:R:1 method="wB97M-V/def2-TZVPD" de_lowest_kcal_mol=0.0 energy_ev=-7712.653 orbital_gap_ev="10.80 / 11.76" e_lumo_ev="-3.816 / -6.261" total_charge=+1 multiplicity=3
C 2.4237 -0.1189 0.1129 2.09 0.13 -0.71 0.002
C -1.4073 1.0466 -0.0681 -1.33 2.98 1.64 1.508
N -1.2207 -0.2773 -0.2623 2.34 -2.50 0.87 0.284
O 3.5283 0.1411 -0.0377 -0.28 0.17 0.33 0.000
O 1.3182 -0.4529 0.1894 -0.99 -0.31 0.54 0.013
H -1.4673 1.4205 0.9501 -0.01 0.66 -0.37 0.103
H -1.2909 -0.4923 -1.2380 -0.55 -0.89 -0.84 0.023
H -1.7543 -0.9152 0.3951 0.36 0.58 -1.13 0.031
H -0.1297 -0.3516 -0.0412 -1.65 -0.82 -0.32 0.036